C22H41N5O6S2Ta as an isolated structure. Source: the Open Molecules 2025 dataset; level of theory: the ωB97M-V functional and the def2-TZVPD basis.

Properties
Lowest unoccupied orbital energy = -0.1485 Eh
HOMO level = -11.65 eV
Total charge = +1
Spin multiplicity = 1
Energy above the lowest of the compared OMol25 structures with the same formula, charge and spin = 39.1 kcal/mol
Maximum force = 1.10 eV/Å

Each line ends with the Löwdin charge.
Positions of all 77 atoms, in Å:
1 Ta 0.70953 0.91890 0.46584  1.815
2 C -1.31790 -3.00844 -0.38979  -0.154
3 C 0.19940 -2.99564 -0.29133  -0.182
4 N 0.80475 -1.87552 0.49248  -0.074
5 C 0.82434 -2.24670 1.92378  -0.196
6 C -0.27493 -1.54903 2.67467  -0.173
7 N -0.30760 -0.08519 2.44004  -0.173
8 C -1.60168 0.42938 2.97655  -0.176
9 C -2.77168 0.07093 2.07282  -0.152
10 C -3.00637 1.17122 1.07478  -0.174
11 N -1.80275 1.44235 0.22246  -0.116
12 C -2.18755 1.51056 -1.21018  -0.186
13 C -2.53915 0.13916 -1.73286  -0.210
14 N -1.43608 -0.78100 -1.48341  -0.046
15 C -1.82842 -2.19744 -1.56525  -0.199
16 H -1.77461 -2.66359 0.53973  0.089
17 H -1.64214 -4.04353 -0.52183  0.126
18 H 0.61963 -2.97955 -1.29028  0.096
19 H 0.54599 -3.92772 0.16212  0.121
20 H 1.77151 -1.86537 0.18306  0.060
21 H 1.79968 -2.04125 2.35365  0.106
22 H 0.66371 -3.32102 2.04309  0.129
23 H -0.18400 -1.73358 3.74762  0.143
24 H -1.23413 -1.95730 2.37045  0.096
25 H 0.39311 0.28773 3.07898  0.063
26 H -1.51517 1.51272 3.07393  0.107
27 H -1.73103 0.01612 3.97946  0.131
28 H -3.67475 -0.09228 2.66104  0.131
29 H -2.57398 -0.85710 1.53327  0.090
30 H -3.21342 2.09843 1.61280  0.129
31 H -3.87105 0.96632 0.44609  0.118
32 H -1.61556 2.40716 0.44896  0.032
33 H -1.36091 1.96431 -1.75775  0.094
34 H -3.04184 2.18496 -1.32202  0.141
35 H -2.82042 0.20678 -2.79120  0.131
36 H -3.41758 -0.23516 -1.20495  0.111
37 H -0.73541 -0.60808 -2.18777  0.032
38 H -1.44619 -2.64439 -2.48912  0.119
39 H -2.91560 -2.26968 -1.62379  0.121
40 C 4.52179 2.36402 0.68027  -0.070
41 C 4.18617 3.11387 -0.59993  -0.359
42 C 3.19642 4.26170 -0.44288  -0.050
43 C 3.82022 2.27714 -1.81889  -0.094
44 C 4.69631 2.50882 -2.88299  -0.025
45 C 4.52724 1.98632 -4.14080  -0.046
46 C 3.43250 1.18588 -4.36677  -0.026
47 C 2.52542 0.87972 -3.36046  -0.131
48 C 1.39499 -0.01176 -3.81683  -0.358
49 C 0.07353 0.75542 -3.87438  -0.040
50 C 1.36916 -1.33237 -3.07271  -0.060
51 C 2.71443 1.42472 -2.06973  -0.118
52 O 1.72442 1.15293 -1.06965  -0.278
53 H 4.77214 3.08244 1.46244  0.093
54 H 5.38186 1.71069 0.52617  0.094
55 H 3.70927 1.76799 1.05044  -0.025
56 H 5.13524 3.57174 -0.88233  0.119
57 H 2.17267 3.91717 -0.50273  0.031
58 H 3.32890 4.98115 -1.25253  0.098
59 H 3.33515 4.78622 0.50198  0.087
60 H 5.54021 3.16162 -2.70149  0.120
61 H 5.22947 2.21110 -4.93172  0.117
62 H 3.26817 0.76356 -5.34979  0.120
63 H 1.63621 -0.27562 -4.84791  0.128
64 H -0.16588 1.21281 -2.91391  0.042
65 H -0.75586 0.11264 -4.18546  0.091
66 H 0.15063 1.56782 -4.59646  0.102
67 H 1.17608 -1.19512 -2.01572  0.026
68 H 2.33535 -1.83142 -3.16613  0.108
69 H 0.60866 -1.99323 -3.49530  0.088
70 O 2.17488 0.11101 1.77474  -0.490
71 N 3.25012 -0.57368 1.32319  -0.078
72 O 3.29844 -0.66889 0.13303  -0.024
73 O 0.63718 5.08791 1.00304  -0.261
74 S 0.14491 3.79131 1.29435  0.260
75 O -1.15241 3.68097 1.91384  -0.337
76 O 0.17628 2.87777 0.01708  -0.607
77 S 1.44641 2.47238 2.16386  0.632

Forces on atoms 1 to 2 (eV/Å):
Ta -1.0 0.3 0.4
C 0.0 0.0 0.0



A 2-piece molecular cluster, C22H41NOP overall. Source: the Open Molecules 2025 dataset; level of theory: the ωB97M-V functional and the def2-TZVPD basis.

Properties
Lowest unoccupied orbital energy = -0.1570 Eh
HOMO level = -10.06 eV
Total charge = +1
Spin multiplicity = 1
Energy above the lowest of the compared OMol25 structures with the same formula, charge and spin = 79.0 kcal/mol
Maximum force = 3.83 eV/Å

Each line ends with the natural charge from an NBO analysis.
Positions of all 66 atoms, in Å:
1 C -3.96281 -2.65202 -3.16710  -0.605
2 C -2.80519 -2.28459 -2.23804  -0.404
3 C -2.48176 -0.79206 -2.28224  -0.400
4 C -1.22980 -0.42352 -1.46532  -0.609
5 P -1.09815 -1.08859 0.26975  0.754
6 C -0.30852 -1.44718 1.91706  -0.630
7 C 0.20568 -2.87021 2.16067  -0.407
8 C -0.81061 -3.76320 2.85792  -0.398
9 C -0.19814 -5.08542 3.29856  -0.602
10 C -2.41088 0.02632 0.90480  -0.717
11 C -3.18845 -0.48992 2.12262  -0.391
12 C -4.16645 0.51755 2.75584  -0.390
13 C -3.51961 1.82238 3.24392  -0.614
14 H -4.09455 -3.73664 -3.19359  0.222
15 H -4.90003 -2.19892 -2.83303  0.208
16 H -3.76999 -2.31798 -4.19409  0.205
17 H -3.01206 -2.59140 -1.20231  0.214
18 H -1.91742 -2.84238 -2.55656  0.198
19 H -2.28447 -0.51681 -3.33202  0.223
20 H -3.34692 -0.18683 -1.97214  0.209
21 H -0.35437 -0.75951 -2.03838  0.217
22 H -1.21855 0.67465 -1.32117  0.211
23 H 0.53864 -0.75989 1.94146  0.246
24 H -0.91039 -1.17127 2.80680  0.260
25 H 0.47487 -3.29259 1.18337  0.204
26 H 1.11114 -2.80333 2.78408  0.211
27 H -1.20841 -3.24808 3.73960  0.192
28 H -1.66315 -3.94208 2.19487  0.207
29 H -0.89721 -5.64805 3.91929  0.220
30 H 0.06713 -5.70535 2.43574  0.208
31 H 0.70765 -4.91874 3.89262  0.203
32 H -1.87192 0.95357 1.16281  0.208
33 H -3.12622 0.26009 0.09815  0.230
34 H -3.74996 -1.39808 1.84538  0.215
35 H -2.50367 -0.77327 2.92856  0.186
36 H -4.96792 0.74435 2.03868  0.199
37 H -4.63236 0.01292 3.61503  0.211
38 H -4.28294 2.44078 3.73120  0.225
39 H -2.72566 1.62722 3.98056  0.199
40 H -3.09246 2.39813 2.41033  0.196
41 C 4.17919 0.24074 5.65842  -0.260
42 O 4.35859 -0.54468 4.46894  -0.472
43 C 3.65439 -0.20184 3.35743  0.360
44 C 3.84913 -0.97774 2.18860  -0.250
45 C 3.09417 -0.74716 1.06660  -0.156
46 C 2.10235 0.25956 1.04650  -0.229
47 C 1.19902 0.34033 -0.10918  0.203
48 N 1.33322 1.43726 -0.87838  -0.343
49 C 1.01938 1.47036 -2.32117  -0.419
50 C 2.18269 2.57085 -0.46863  -0.418
51 C 1.98092 1.10919 2.17536  -0.099
52 C 2.72842 0.86772 3.31523  -0.326
53 H 4.82251 -0.24941 6.38575  0.220
54 H 4.49274 1.28037 5.50466  0.187
55 H 3.13600 0.21977 5.99251  0.186
56 H 4.62290 -1.74116 2.21204  0.248
57 H 3.25686 -1.35928 0.17111  0.228
58 H 0.97123 -0.62325 -0.61812  0.214
59 H 1.12562 2.51700 -2.62858  0.223
60 H 1.71506 0.85316 -2.92110  0.220
61 H -0.01065 1.17009 -2.52035  0.234
62 H 2.20342 3.26243 -1.31724  0.224
63 H 1.75338 3.10083 0.38162  0.225
64 H 3.22701 2.28028 -0.26476  0.233
65 H 1.25679 1.92717 2.17120  0.214
66 H 2.62628 1.53351 4.17150  0.238

Forces on atoms 1 to 2 (eV/Å):
C 0.1 -0.1 0.1
C -0.2 0.0 -0.2



A 10-piece molecular cluster, C22H42Cl18O3 overall. Source: the Open Molecules 2025 dataset; level of theory: the ωB97M-V functional and the def2-TZVPD basis.

Properties
Lowest unoccupied orbital energy (alpha / beta) = 0.0718 / 0.0727 Eh
HOMO level (alpha / beta) = 0.31 / -8.84 eV
⟨S²⟩ = 0.750
Total charge = -1
Spin multiplicity = 2
Maximum force = 5.37 eV/Å

Each line ends with the Mulliken spin population.
Positions of all 85 atoms, in Å:
1 C 1.87519 -3.15439 -0.28156  0.387
2 C 2.39162 -4.50203 -0.86172  -0.027
3 C 1.32977 -5.36824 -1.51329  0.265
4 O 1.93858 -5.78722 -2.69429  -0.083
5 C 2.94019 -5.10628 -2.99359  -0.010
6 O 3.50388 -5.24635 -4.06400  -0.021
7 O 3.19624 -4.22113 -1.97560  0.008
8 H 1.02496 -3.34991 0.37187  -0.049
9 H 1.51978 -2.49251 -1.07131  0.002
10 H 2.65901 -2.57571 0.20719  -0.045
11 H 2.93406 -5.01831 -0.06970  -0.071
12 H 0.42664 -4.78068 -1.67826  0.024
13 H 1.16493 -6.16800 -0.79127  -0.008
14 Cl -2.88210 4.31986 -2.90050  -0.008
15 C -3.93711 3.15283 -2.04405  0.052
16 C -3.60676 1.67578 -2.19044  -0.096
17 Cl -4.74180 0.88445 -1.14678  -0.059
18 H -4.95641 3.35158 -2.37513  -0.020
19 H -3.96858 3.44199 -0.99358  0.088
20 H -2.60145 1.60038 -1.77599  0.089
21 H -3.76570 1.41034 -3.23560  -0.033
22 Cl 1.14216 5.24745 -1.88984  -0.002
23 C 1.34146 3.54146 -1.37334  0.024
24 C 2.76509 3.08193 -1.32544  0.014
25 Cl 3.60206 3.76933 0.07861  -0.005
26 H 0.74315 2.98101 -2.09169  0.001
27 H 0.96680 3.39187 -0.36075  -0.002
28 H 3.32943 3.46827 -2.17418  -0.002
29 H 2.77976 1.99213 -1.34051  -0.006
30 Cl -0.13239 -2.44457 2.54658  0.386
31 C -0.12574 -3.33862 4.08386  -0.626
32 C -1.45091 -4.09729 4.31553  -0.109
33 Cl -1.41740 -4.95029 5.87130  -0.060
34 H -0.06229 -2.61449 4.89609  0.073
35 H 0.75159 -3.98531 4.07093  0.008
36 H -1.64507 -4.72843 3.44832  0.033
37 H -2.21356 -3.31902 4.28802  0.120
38 Cl -1.56129 -4.27179 -0.51504  -0.350
39 C -2.81953 -3.07819 -0.78397  0.813
40 C -2.68626 -2.43626 -2.18957  -0.447
41 Cl -1.15938 -1.58332 -2.40015  0.358
42 H -2.73672 -2.33713 0.01105  -0.042
43 H -3.76277 -3.60978 -0.65820  -0.140
44 H -3.43095 -1.67134 -2.40966  0.011
45 H -2.73872 -3.19122 -2.97403  -0.087
46 Cl -6.67913 0.33615 1.50118  -0.134
47 C -5.25330 1.13459 2.30709  0.394
48 C -4.84424 0.34026 3.56668  -0.022
49 Cl -4.05453 -1.16496 3.03117  -0.110
50 H -5.47526 2.17916 2.52548  -0.098
51 H -4.43180 1.27389 1.60436  0.040
52 H -5.69517 0.02176 4.16883  0.027
53 H -4.24606 0.85561 4.31814  -0.045
54 Cl -0.84669 5.78526 2.39178  -0.001
55 C -2.34461 5.75635 1.39989  0.010
56 C -2.21775 5.95922 -0.09668  0.028
57 Cl -1.54202 7.62920 -0.47843  -0.002
58 H -3.05651 6.44034 1.86190  -0.021
59 H -2.75504 4.75940 1.56031  0.035
60 H -3.15024 5.74545 -0.61904  -0.005
61 H -1.51272 5.22066 -0.47817  0.012
62 Cl 1.95405 0.08273 -2.74144  0.117
63 C 3.52288 -0.39384 -3.49843  0.036
64 C 4.42673 0.78274 -3.68102  0.026
65 Cl 3.86161 2.06385 -4.76845  0.003
66 H 3.32353 -0.83661 -4.47429  -0.018
67 H 4.01464 -1.10334 -2.83293  -0.006
68 H 5.40979 0.44794 -4.01206  -0.003
69 H 4.66828 1.26167 -2.73214  0.000
70 Cl 1.49232 0.48973 1.48991  0.022
71 C 0.16847 0.12348 0.39967  0.292
72 C -1.24152 0.59082 1.05404  0.115
73 Cl -1.46582 2.33083 0.89573  -0.034
74 H 0.23230 -0.94186 0.17813  0.018
75 H 0.34500 0.63097 -0.54869  -0.063
76 H -1.40615 0.30596 2.09320  -0.030
77 H -2.04013 -0.01467 0.62542  0.052
78 Cl 7.44724 -0.02148 3.07901  0.002
79 C 5.73030 0.33621 2.90234  0.028
80 C 5.30557 0.77974 1.45581  0.015
81 Cl 5.73287 -0.40604 0.25237  -0.005
82 H 5.51465 1.18184 3.55542  -0.001
83 H 5.20815 -0.55149 3.25936  -0.024
84 H 5.72863 1.74429 1.17518  0.003
85 H 4.24827 0.96120 1.26273  -0.001

Forces on atoms 1 to 2 (eV/Å):
C 0.1 -0.6 -0.6
C -0.9 1.9 0.5